Record 1
Molecular formula: CF3IO
Method: DFT, ωB97M-V/def2-TZVPD

Summary:
- Total charge: 0
- E_HOMO: -10.217 eV

The geometry in XYZ format:
```
6
Properties=species:S:1:pos:R:3:forces:R:3:mulliken_charge:R:1
I 1.09360 0.39465 -2.14500 0.200 0.180 -0.344 0.311
F -1.21737 0.73886 0.50903 -0.601 1.303 -0.556 -0.235
F -0.45970 -1.02189 1.29363 0.267 -1.267 -0.603 -0.232
F 0.86393 0.52359 0.86091 2.429 1.376 0.029 -0.208
O -0.10737 -0.57462 -0.92966 0.173 0.418 2.696 -0.530
C -0.17310 -0.06059 0.41110 -2.466 -2.008 -1.222 0.895
```
Positions in Å, forces in eV/Å.

=====

Record 2
Molecular formula: C48H28BrMnN10S5
Method: DFT, ωB97M-V/def2-TZVPD

Summary:
- 2S+1: 6
- Total charge: -1
- E_HOMO (spin up / spin down): -3.819 / -4.175 eV

The geometry in XYZ format:
```
93
Properties=species:S:1:pos:R:3:forces:R:3:mulliken_charge:R:1
Br 7.53972 1.97688 -3.44394 0.028 0.038 -0.007 -0.226
Mn -1.00657 -0.06673 0.27094 -0.215 0.467 -0.675 -0.075
S 1.80926 4.70910 -4.35436 -0.030 -0.139 0.044 -0.255
S 1.62558 1.76659 -4.79623 0.115 -0.079 -0.128 -0.186
S -1.66464 0.47978 -2.26532 -0.029 0.039 -0.142 -0.389
S -0.15846 2.97106 -2.93968 -0.194 0.104 -0.137 0.086
S 0.62947 -1.01908 -4.37243 0.045 -0.037 -0.137 0.041
N -3.78412 -0.18883 2.36335 0.124 0.128 0.019 -0.544
N -1.43503 -0.82000 2.22536 0.068 0.319 -0.083 0.408
N 2.14007 -0.26301 0.22113 0.039 0.322 -0.013 0.341
N -1.70812 -1.81576 -0.28184 0.177 -0.105 -0.119 0.656
N -0.08244 1.67778 0.29424 -0.091 -0.103 0.108 0.836
N 0.55694 -2.14915 2.54371 0.099 0.180 -0.256 -0.481
N -1.93482 3.17764 -0.14092 -0.147 -0.089 -0.104 -0.373
N 0.93941 -0.99046 0.38508 -0.418 -0.536 -0.332 2.632
N 2.27043 1.06670 0.42770 0.023 -0.371 0.005 -1.324
N -2.63257 1.09393 0.71249 -0.048 -0.350 0.492 0.490
C -6.43504 3.58415 -0.01375 -0.048 -0.067 0.051 -0.609
C -3.51417 -1.72386 5.09101 0.014 -0.082 0.024 -0.344
C -0.67308 2.87763 0.07343 0.201 0.250 0.128 -1.666
C 1.39661 6.06043 0.12905 0.040 -0.071 0.017 -0.811
C -4.31120 2.56289 0.23674 0.124 0.117 -0.081 -0.006
C -0.87812 -2.75885 5.27061 -0.079 -0.066 0.013 -0.202
C 1.55410 3.33482 0.42746 0.104 -0.228 0.118 0.177
C -2.13762 -3.82956 -2.10125 -0.181 -0.021 0.044 -0.455
C -4.87863 1.53866 0.99249 -0.036 -0.182 -0.026 0.112
C -3.10475 -2.44260 6.19267 0.016 0.005 -0.030 -0.595
C -7.00991 2.55211 0.73981 0.025 0.066 -0.047 -0.542
C 2.37005 -2.80932 1.14415 0.061 -0.076 0.063 0.930
C 3.93030 0.64425 -1.91853 -0.027 0.012 -0.134 0.217
C 3.27449 -0.96421 -0.14169 0.205 0.145 -0.046 0.272
C 1.22154 -1.98306 1.45080 -0.077 0.087 0.419 -0.603
C 4.43282 -4.48419 0.28779 -0.084 -0.074 0.103 -0.756
C -1.28635 -2.02498 4.15106 0.286 0.037 -0.093 0.047
C -2.87007 2.27663 0.17536 -0.090 0.378 0.045 0.184
C 3.34509 -2.32090 0.23658 0.016 -0.097 -0.085 0.521
C 4.30163 -0.23051 -0.89175 -0.166 -0.149 0.013 -0.095
C -6.23967 1.52539 1.26346 0.059 0.011 0.031 -0.365
C 6.22544 1.10012 -2.39667 -0.058 -0.027 0.028 -0.108
C 2.61660 5.44871 0.43917 -0.065 0.003 -0.014 -0.581
C -0.36898 1.23814 -3.12741 -0.028 0.033 0.168 -0.308
C 5.65773 -0.39997 -0.62444 0.164 0.067 0.057 -0.269
C -0.72848 -1.17655 -5.55298 -0.090 -0.057 0.000 -0.882
C 0.34930 3.93908 0.13540 -0.280 -0.030 0.077 0.831
C -0.60935 -1.60464 2.94992 -0.059 -0.412 0.097 -0.617
C 3.52899 -4.91981 1.27795 0.128 0.003 -0.105 -0.639
C 1.29432 1.88352 0.44688 -0.064 0.327 -0.177 -0.231
C 2.50632 -4.09434 1.68291 -0.040 0.089 -0.010 -0.866
C 1.13038 3.23055 -4.05007 0.095 0.116 0.013 0.073
C 0.56615 -1.63522 -0.90986 0.165 -0.328 0.412 -1.415
C -2.64902 -0.76979 2.82800 -0.101 -0.248 0.197 -0.497
C 0.24164 5.30854 -0.02694 0.014 0.095 -0.020 0.040
C -0.89901 -3.29159 -2.01194 -0.110 0.101 0.033 -1.064
C 2.71464 4.07233 0.58793 0.019 0.020 -0.038 -0.487
C -5.07220 3.60712 -0.26346 0.031 0.011 0.008 -0.206
C -3.77141 0.65584 1.38231 -0.078 -0.018 0.084 -0.304
C 0.50492 0.68449 -4.00159 0.110 -0.060 0.160 0.440
C -3.19358 -3.38806 -1.24735 0.047 -0.186 -0.209 -1.183
C -2.58682 -1.50939 4.06579 -0.189 0.217 -0.199 0.345
C -1.79112 -2.95371 6.28381 0.005 0.032 -0.035 -0.632
C 4.88168 1.30673 -2.67353 -0.033 0.006 0.020 -0.661
C -0.65428 -2.26591 -1.03900 0.164 0.165 -0.040 0.697
C 4.34210 -3.21879 -0.22836 -0.026 0.074 0.027 -1.107
C 6.62377 0.26024 -1.37246 -0.059 -0.048 0.054 -0.774
C -2.93465 -2.38156 -0.37680 0.255 0.254 0.168 0.016
H -0.07915 -3.61977 -2.63573 -0.011 0.009 0.002 0.605
H -2.32942 -4.61634 -2.82210 -0.008 0.005 0.019 0.431
H 1.76293 -4.42782 2.39505 0.003 0.012 0.002 0.504
H -3.79673 -2.61875 7.00729 0.004 -0.004 0.002 0.389
H 0.12763 -3.15585 5.33098 0.000 0.031 0.006 0.502
H 5.96344 -1.03131 0.19996 0.002 -0.025 -0.030 0.603
H -3.69822 -1.97240 0.27399 0.034 0.023 0.034 0.281
H -1.66210 -0.90436 -5.06186 0.010 -0.007 -0.008 0.211
H -4.52094 -1.33355 5.00914 0.021 0.022 0.020 0.519
H 4.57944 1.97323 -3.47039 -0.015 -0.012 -0.004 0.480
H -0.70843 5.76107 -0.27952 0.011 -0.015 0.021 0.545
H -4.18001 -3.82554 -1.29069 0.020 -0.016 -0.027 0.428
H -7.06599 4.37357 -0.40198 -0.010 -0.009 -0.002 0.404
H 7.67426 0.12798 -1.15286 -0.003 -0.008 -0.003 0.409
H -0.76759 -2.22471 -5.85175 -0.008 0.024 -0.003 0.391
H 3.65499 3.58655 0.81478 -0.012 0.012 -0.016 0.537
H -8.07891 2.55910 0.91324 0.000 0.011 0.014 0.388
H 1.35748 7.13480 0.00439 0.015 0.000 -0.004 0.406
H 2.88006 0.78918 -2.14844 0.015 0.012 0.023 0.095
H 3.50073 6.06219 0.55821 -0.002 0.001 -0.016 0.409
H 5.19899 -5.15698 -0.07768 -0.006 0.002 0.017 0.400
H 1.36751 -1.86437 -1.59425 0.136 -0.027 0.143 0.652
H 5.02970 -2.89974 -0.99993 0.003 0.025 0.020 0.559
H -4.61080 4.40311 -0.83391 -0.001 -0.019 0.008 0.545
H -0.55786 -0.55559 -6.43055 0.000 -0.001 0.005 0.325
H -1.49747 -3.49859 7.17307 -0.022 -0.029 -0.016 0.388
H -6.67589 0.73496 1.86044 -0.003 0.007 -0.012 0.535
H 3.61515 -5.91752 1.68914 0.000 0.001 -0.017 0.396
```
Positions in Å, forces in eV/Å.

=====

Record 3
Molecular formula: C2H3Rh
Method: DFT, ωB97M-V/def2-TZVPD

Summary:
- 2S+1: 5
- Total charge: +2
- E_HOMO (spin up / spin down): -22.065 / -23.682 eV

The geometry in XYZ format:
```
6
Properties=species:S:1:pos:R:3:forces:R:3:mulliken_charge:R:1
Rh 0.61973 -1.67672 1.34880 0.215 -0.410 0.079 0.819
C -0.53192 0.49392 -0.16756 -3.255 2.784 2.677 -0.197
C 0.42422 -0.43248 -0.23235 2.815 -1.536 -0.609 0.164
H -0.52893 1.42786 -0.74299 -0.115 -0.233 -0.269 0.316
H 1.22850 -0.30969 -0.96932 0.037 -0.688 -0.132 0.564
H -1.21160 0.49711 0.76342 0.302 0.084 -1.747 0.334
```
Positions in Å, forces in eV/Å.

=====

Record 4
Molecular formula: C5H6N2O
Method: DFT, ωB97M-V/def2-TZVPD

Summary:
- Total charge: 0
- E_HOMO: -9.204 eV

The geometry in XYZ format:
```
14
Properties=species:S:1:pos:R:3:forces:R:3:mulliken_charge:R:1
O 0.79410 1.26707 -0.22399 -3.427 -2.700 1.691 -0.388
N 3.58549 -0.23081 -0.15186 -7.764 -2.188 1.088 -0.494
N -1.34015 -1.27391 -0.23875 -1.520 -4.353 0.140 -0.453
C -1.17148 -0.03293 0.27762 -1.595 -0.071 -1.559 -0.141
C -0.80538 1.26134 -0.20100 -0.246 7.323 -1.606 -0.394
C 0.85957 -0.21529 0.29357 5.464 0.574 -0.523 0.472
C 2.38818 -0.47981 0.01722 6.436 2.887 -0.797 -0.090
C -0.03788 -0.86875 -0.63309 -1.022 -1.574 1.327 -0.235
H -0.04400 -0.69423 -1.69216 0.815 0.491 -0.197 0.279
H -1.01746 2.10843 0.74098 0.342 -2.319 -3.023 0.218
H -1.25553 1.77799 -1.32893 1.524 -1.904 3.517 0.269
H 0.73988 -0.42387 1.41001 0.122 0.459 -1.642 0.200
H -1.51189 -2.16143 0.44856 0.500 3.289 -1.962 0.345
H -1.18345 -0.03381 1.28181 0.372 0.086 3.545 0.412
```
Positions in Å, forces in eV/Å.

=====

Record 5
Molecular formula: C2H4N2O2
Method: DFT, ωB97M-V/def2-TZVPD

Summary:
- SMILES: [H]/N=C/N(O)C=O
- Total charge: 0
- E_HOMO: -9.715 eV

The geometry in XYZ format:
```
10
Properties=species:S:1:pos:R:3:forces:R:3:mulliken_charge:R:1
O -1.46849 -1.21410 -0.05191 -0.730 -4.135 -0.669 -0.366
O 0.06807 1.84121 0.09547 0.054 1.346 -0.445 -0.424
N 0.02384 0.52723 -0.30362 -4.110 0.329 0.576 0.039
N 1.30268 -1.26173 0.27625 0.885 -1.106 0.519 -0.532
C 1.19979 -0.10655 -0.19078 3.022 -0.420 -1.366 0.011
C -1.27512 -0.08134 0.01134 2.360 2.556 0.190 -0.033
H 0.11000 1.84917 1.05520 0.132 -0.020 0.378 0.346
H 2.26928 -1.61807 0.19250 -0.681 0.329 -0.012 0.250
H 2.03955 0.45409 -0.70805 -0.808 -0.322 0.843 0.326
H -2.04919 0.56677 0.38006 -0.124 1.443 -0.012 0.381
```
Positions in Å, forces in eV/Å.

=====

What did we get for calculated total energy? Answer: -19336.731 -220672.784 -5102.676 -10301.534 -9211.257 eV, in the order shown.